DFT (the ωB97M-V functional and the def2-TZVPD basis) results for a molecular structure, C28H31CeCl3O2Si in a non-equilibrium geometry.

- Net charge: -2
- Gap between HOMO and LUMO (spin up / spin down): 3.970 / 3.960 eV
- E_LUMO (spin up / spin down): 3.724 / 3.723 eV
- HOMO energy (spin up / spin down): -0.245 / -0.237 eV

Structure (XYZ):
```
66
Properties=species:S:1:pos:R:3:forces:R:3
C -1.662 -0.452 -4.601 1.5 0.5 -0.6
H -2.639 4.361 3.367 0.2 -0.1 0.1
H 2.701 -0.316 1.110 0.2 0.0 0.5
H -2.242 2.279 -4.627 0.0 0.2 -0.1
C -2.190 -0.875 2.258 -0.4 -0.2 0.1
C 0.235 3.790 5.106 0.0 -0.1 0.0
H -1.191 5.428 5.100 0.1 -0.3 -0.1
H 2.022 1.365 -5.836 0.2 0.2 0.1
C 0.587 2.548 4.556 -0.5 0.4 0.0
H 1.763 -2.481 -3.483 0.2 -0.1 -0.1
C -1.365 2.027 -5.233 -0.2 0.3 -0.1
H -3.462 0.498 -4.046 -0.1 -0.2 -0.1
C -1.220 -2.956 -4.198 -0.2 -0.4 0.1
H -1.241 -3.989 4.384 -0.1 0.2 -0.2
H 1.536 -0.221 5.269 0.2 -0.1 -0.2
H -2.015 2.187 2.370 0.2 0.1 0.3
H 0.880 4.242 5.864 -0.2 -0.1 -0.2
C 4.198 -0.960 2.539 -0.1 0.0 0.0
Si 0.295 0.440 2.649 -0.5 -0.4 -1.3
C -0.570 -2.113 3.553 -0.6 -0.2 0.2
H -0.393 -3.552 -3.797 -0.1 0.0 0.0
C -3.126 -0.459 -4.468 -0.5 0.0 0.2
C 3.547 -0.912 4.864 -0.4 0.1 -0.2
H -3.575 -3.742 3.499 0.2 0.2 -0.1
H 2.512 0.814 -4.216 -0.1 0.2 -0.2
C 2.285 -0.413 4.497 0.8 -0.3 -0.1
C -3.146 -1.865 2.500 0.1 -0.1 0.1
H 1.794 -2.695 -5.251 0.2 0.0 0.1
H 1.504 2.042 4.873 -0.3 0.3 -0.1
C -1.735 3.856 3.709 0.1 -0.1 0.0
H -3.633 -0.628 -5.432 -0.1 0.0 0.1
C 1.669 1.212 -4.802 0.4 0.4 -0.4
C 4.506 -1.184 3.883 -0.3 0.2 0.0
H -1.656 2.066 -6.296 0.0 0.2 0.1
O 0.289 0.899 1.073 0.4 0.1 0.3
C -1.523 -3.114 3.795 0.1 0.2 -0.2
H -2.048 -2.960 -3.477 0.1 -0.2 0.0
Cl -4.187 -0.505 -1.119 -0.1 0.0 0.4
H -1.572 -3.439 -5.123 0.0 -0.2 0.1
H 5.489 -1.564 4.172 -0.3 0.1 -0.1
C -2.822 -2.981 3.284 0.3 0.4 0.0
C -0.922 4.453 4.681 0.1 -0.4 -0.1
Ce 0.649 0.868 -0.986 -2.2 -1.1 -1.0
C 1.755 -1.948 -4.444 0.3 -0.3 0.1
H -3.440 -1.219 -3.741 -0.1 0.2 -0.2
C 0.503 0.301 -4.761 -0.7 -0.2 0.6
H 3.600 1.301 -1.132 -0.8 0.0 0.0
Cl -0.979 2.643 -1.881 0.2 0.3 0.2
C -0.861 0.688 -4.874 0.1 -1.1 0.8
H -4.135 -1.749 2.056 0.3 -0.1 0.0
H -0.600 2.793 -5.070 -0.1 0.1 0.0
H 2.662 -1.337 -4.505 0.0 -0.1 0.0
C 0.545 -1.109 -4.570 -1.4 -0.1 0.4
C -0.226 1.958 3.578 0.3 0.3 0.3
H 3.767 -1.085 5.917 0.0 0.0 -0.2
Cl 0.287 -1.661 -1.216 0.3 0.1 0.3
H 0.445 -2.222 3.943 -0.3 0.0 -0.1
C -1.387 2.620 3.155 0.0 0.4 0.3
C 1.983 -0.179 3.147 0.1 0.1 0.3
H -2.456 -0.060 1.580 0.0 -0.2 0.2
H 4.942 -1.172 1.770 -0.2 0.0 0.2
O 2.633 1.233 -1.068 2.0 0.3 0.0
C -0.794 -1.570 -4.455 1.1 1.2 -0.4
C 2.941 -0.467 2.170 0.3 -0.1 0.2
C -0.920 -0.961 2.835 0.3 -0.2 0.1
H 1.407 2.203 -4.398 0.2 -0.2 -0.1
```
Forces are in eV/Å.